ORCA calculation (the ωB97M-V functional and the def2-TZVPD basis) on C42H51BCl3N4O4OsP2S2 as an isolated structure at a distorted geometry.

Structure (ORCA input):
```
! wB97M-V def2-TZVPD RIJCOSX def2/J DEFGRID3
* xyz 3 5
Os 1.272 0.808 -0.999
C 4.662 -0.496 -1.904
P 3.606 0.406 -0.726
C 3.797 -0.588 0.813
N 4.926 -1.197 0.979
C 5.181 -1.965 2.039
C 6.406 -2.627 2.224
C 6.589 -3.422 3.325
C 5.572 -3.579 4.285
C 4.371 -2.933 4.148
C 4.141 -2.114 3.030
N 2.992 -1.465 2.836
C 2.769 -0.726 1.797
P 1.134 0.124 1.646
C 1.318 1.342 3.002
C -0.147 -1.099 2.345
C -0.288 -2.237 1.338
C 0.207 -1.646 3.724
C -1.478 -0.345 2.416
C 4.660 1.929 -0.337
C 3.911 2.707 0.744
C 6.067 1.594 0.145
C 4.736 2.732 -1.637
H 5.634 -0.672 -1.445
H 4.779 0.105 -2.805
H 4.215 -1.449 -2.172
H 7.182 -2.492 1.487
H 7.526 -3.937 3.464
H 5.750 -4.219 5.137
H 3.593 -3.038 4.887
H 1.605 0.843 3.926
H 0.374 1.862 3.143
H 2.076 2.073 2.739
H 0.644 -2.786 1.223
H -0.592 -1.839 0.371
H -1.052 -2.935 1.675
H 1.137 -2.208 3.713
H -0.582 -2.333 4.028
H 0.269 -0.858 4.472
H -1.753 0.072 1.448
H -1.451 0.450 3.156
H -2.253 -1.047 2.716
H 3.966 2.175 1.692
H 2.864 2.846 0.465
H 4.363 3.687 0.888
H 6.068 0.921 1.000
H 6.558 2.516 0.457
H 6.675 1.156 -0.642
H 3.759 2.797 -2.118
H 5.435 2.280 -2.336
H 5.088 3.741 -1.429
C 1.345 5.720 -1.157
S 1.509 4.297 -2.278
C -0.074 4.543 -3.160
O 1.275 3.105 -1.370
H 0.465 5.607 -0.533
H 1.275 6.619 -1.759
H 2.234 5.770 -0.537
H 0.047 5.433 -3.769
H -0.892 4.670 -2.460
H -0.258 3.694 -3.814
Cl -5.572 -4.371 -0.965
C -5.455 -2.699 -1.329
C -4.932 -1.812 -0.390
C -4.856 -0.466 -0.692
C -5.292 0.024 -1.918
C -5.229 1.500 -2.247
C -3.887 1.849 -2.936
N -2.751 1.720 -2.060
C -2.583 2.389 -0.884
C -1.358 2.034 -0.407
N -0.774 1.160 -1.284
C -1.643 0.995 -2.270
O -5.374 2.356 -1.136
C -6.696 2.511 -0.640
C -7.028 1.538 0.455
C -6.378 1.541 1.680
Cl -5.139 2.593 2.145
S -6.974 0.315 2.757
C -8.088 -0.196 1.568
C -8.007 0.532 0.409
C -5.801 -0.883 -2.857
Cl -6.330 -0.341 -4.409
C -5.888 -2.234 -2.564
H -4.596 -2.183 0.564
H -4.462 0.228 0.037
H -6.016 1.720 -2.986
H -3.945 2.886 -3.279
H -3.755 1.190 -3.796
H -3.346 3.021 -0.479
H -0.873 2.348 0.499
H -1.490 0.363 -3.124
H -7.428 2.428 -1.450
H -6.731 3.529 -0.237
H -8.759 -1.006 1.781
H -8.640 0.354 -0.441
H -6.300 -2.913 -3.293
O 2.213 -1.955 -0.919
B 1.159 -1.223 -1.481
O 0.227 -2.090 -1.997
C 0.668 -3.360 -1.734
C 0.081 -4.585 -1.993
C 0.775 -5.709 -1.568
C 2.004 -5.616 -0.915
C 2.600 -4.392 -0.662
C 1.905 -3.273 -1.075
H -0.865 -4.667 -2.501
H 0.347 -6.683 -1.741
H 2.500 -6.520 -0.602
H 3.557 -4.313 -0.173
*
```

Calculated values
ΔE to the lowest compared entry with this formula, charge and spin (eV): 0.191
Maximum force (hartree/bohr): 0.0383
LUMO energy (alpha / beta) (eV): -7.92 / -11.33
Total energy (Eh): -5125.36685
Kohn-Sham gap (alpha / beta) (eV): 6.61 / 3.27
⟨S²⟩: 6.030